Record 1
{
  "formula": "C40H36F3N2O2S2",
  "method": "wB97M-V/def2-TZVPD",
  "homo_energy_ha": -0.38149,
  "e_tot_ha": -2901.0960,
  "charge": 1,
  "lumo_energy_ev": -5.2,
  "gap_ev": 5.14,
  "elements": ["O", "C", "O", "C", "C", "C", "N", "C", "C", "C", "C", "C", "S", "C", "S", "N", "C", "C", "C", "C", "C", "C", "C", "C", "C", "C", "C", "C", "H", "H", "H", "H", "H", "H", "H", "H", "H", "H", "H", "H", "H", "H", "H", "H", "H", "H", "H", "H", "H", "F", "C", "C", "C", "C", "C", "C", "H", "H", "H", "H", "H", "F", "C", "C", "C", "C", "C", "C", "H", "H", "H", "H", "H", "F", "C", "C", "C", "C", "C", "C", "H", "H", "H", "H", "H"],
  "xyz": [[-3.640, 4.784, -2.629], [-3.272, 3.854, -1.856], [-2.431, 4.182, -0.769], [-3.737, 2.361, -2.185], [-3.454, 1.691, -3.578], [-3.934, 0.233, -3.824], [-4.607, -0.544, -2.792], [-4.911, -0.018, -1.488], [-4.508, 1.448, -1.152], [-4.854, 2.098, 0.264], [-3.779, 1.646, 1.378], [-2.377, 1.107, 0.736], [-1.137, 1.160, 2.157], [0.415, 1.785, 1.295], [0.858, 3.368, 1.563], [1.091, 0.803, 0.425], [2.115, 0.007, 1.126], [3.487, 0.503, 1.641], [4.446, -0.459, 2.406], [4.054, -1.945, 2.676], [2.682, -2.475, 2.182], [1.756, -1.493, 1.418], [1.549, 1.366, -0.859], [0.722, 0.953, -2.131], [1.007, 1.467, -3.563], [2.217, 2.432, -3.765], [3.054, 2.865, -2.523], [2.726, 2.344, -1.088], [-1.938, 5.006, -1.023], [-2.924, 2.331, -4.355], [-3.710, -0.214, -4.853], [-4.886, -1.504, -3.059], [-5.446, -0.664, -0.697], [-4.861, 3.243, 0.239], [-5.889, 1.752, 0.649], [-4.155, 0.778, 2.035], [-3.464, 2.518, 2.067], [-1.992, 1.827, -0.083], [-2.471, 0.068, 0.271], [3.804, 1.585, 1.499], [5.453, -0.087, 2.789], [4.771, -2.603, 3.266], [2.350, -3.552, 2.391], [0.733, -1.874, 1.070], [-0.177, 0.258, -1.986], [0.356, 1.160, -4.453], [2.511, 2.833, -4.788], [3.914, 3.603, -2.731], [3.348, 2.716, -0.212], [2.591, -0.543, 8.667], [2.227, -0.080, 7.462], [1.150, 0.786, 7.362], [0.775, 1.270, 6.113], [1.476, 0.873, 4.976], [2.553, -0.002, 5.087], [2.935, -0.477, 6.337], [0.612, 1.077, 8.257], [-0.062, 1.955, 6.024], [1.180, 1.248, 4.000], [3.095, -0.313, 4.199], [3.777, -1.152, 6.444], [6.702, 2.818, -1.805], [7.109, 1.618, -1.359], [6.219, 0.809, -0.670], [6.638, -0.435, -0.212], [7.948, -0.853, -0.440], [8.835, -0.031, -1.129], [8.413, 1.209, -1.596], [5.206, 1.154, -0.496], [5.947, -1.079, 0.321], [8.276, -1.823, -0.079], [9.856, -0.356, -1.301], [9.087, 1.859, -2.142], [-4.631, -3.968, -3.018], [-5.789, -4.659, -3.056], [-6.924, -4.118, -2.474], [-8.120, -4.828, -2.517], [-8.163, -6.076, -3.133], [-7.014, -6.612, -3.710], [-5.822, -5.897, -3.676], [-6.870, -3.148, -1.991], [-9.016, -4.411, -2.072], [-9.094, -6.632, -3.163], [-7.049, -7.586, -4.186], [-4.920, -6.295, -4.128]],
  "lowdin_charge": [0.09, -0.36, 0.06, 0.05, 0.09, 0.04, 0.07, 0.07, -0.06, -0.14, -0.23, -0.47, 0.80, -0.98, 0.71, -0.16, -0.18, 0.00, -0.09, -0.07, -0.05, 0.01, -0.20, -0.01, -0.08, -0.06, -0.04, -0.03, 0.16, 0.13, 0.15, 0.14, 0.16, 0.13, 0.13, 0.12, 0.11, 0.07, 0.08, 0.09, 0.11, 0.10, 0.10, 0.10, 0.08, 0.08, 0.09, 0.10, 0.07, 0.06, -0.29, -0.02, -0.08, -0.09, -0.07, -0.01, 0.12, 0.10, 0.05, 0.04, 0.12, 0.05, -0.28, -0.01, -0.08, -0.09, -0.08, -0.02, 0.08, 0.08, 0.10, 0.11, 0.12, 0.04, -0.29, -0.04, -0.07, -0.08, -0.06, -0.01, 0.10, 0.11, 0.11, 0.11, 0.12]
}

---

Record 2
{
  "formula": "C40H36IrN5O5S3",
  "method": "wB97M-V/def2-TZVPD",
  "homo_energy_ha": -0.26808,
  "e_above_lowest_kcal_mol": 0.00,
  "e_tot_ha": -3494.8034,
  "charge": 0,
  "lumo_energy_ev": 0.1,
  "gap_ev": 7.42,
  "elements": ["Ir", "O", "C", "C", "C", "C", "C", "C", "C", "O", "N", "N", "C", "S", "C", "C", "S", "H", "H", "H", "H", "H", "H", "H", "H", "H", "N", "C", "C", "C", "C", "C", "C", "C", "C", "C", "C", "C", "C", "C", "H", "H", "H", "H", "H", "H", "H", "H", "H", "H", "C", "S", "C", "O", "H", "H", "H", "H", "H", "H", "O", "C", "N", "C", "C", "O", "N", "C", "C", "C", "C", "C", "C", "C", "C", "C", "C", "C", "C", "H", "H", "H", "H", "H", "H", "H", "H", "H", "H", "H"],
  "xyz": [[-0.935, -0.640, 0.426], [-4.096, -3.731, 3.582], [-3.163, -3.270, 4.436], [-3.290, -3.633, 5.778], [-2.373, -3.195, 6.710], [-1.306, -2.385, 6.330], [-1.176, -2.024, 5.005], [-2.089, -2.456, 4.040], [-1.880, -2.030, 2.639], [-0.855, -1.309, 2.373], [-2.764, -2.414, 1.743], [-2.456, -1.983, 0.447], [-3.066, -2.636, -0.477], [-2.931, -2.265, -2.188], [-4.327, -3.338, -2.646], [-4.323, -4.549, -1.741], [-4.136, -3.957, -0.041], [-3.864, -3.395, 2.686], [-4.124, -4.263, 6.056], [-2.488, -3.488, 7.747], [-0.589, -2.040, 7.062], [-0.360, -1.393, 4.679], [-4.183, -3.613, -3.691], [-5.262, -2.785, -2.551], [-3.496, -5.218, -1.979], [-5.259, -5.103, -1.796], [-0.989, -0.255, -1.549], [-0.674, 0.698, -2.315], [-0.468, 2.164, -2.022], [-0.461, 3.078, -3.081], [-0.319, 4.440, -2.854], [-0.164, 4.922, -1.562], [-0.166, 4.028, -0.501], [-0.334, 2.671, -0.730], [-0.539, 0.316, -3.773], [-1.639, -0.112, -4.508], [-1.490, -0.526, -5.824], [-0.236, -0.524, -6.419], [0.867, -0.098, -5.691], [0.713, 0.328, -4.379], [-0.568, 2.724, -4.097], [-0.322, 5.124, -3.693], [-0.031, 5.982, -1.386], [-0.011, 4.373, 0.514], [-0.335, 2.003, 0.115], [-2.615, -0.118, -4.037], [-2.356, -0.850, -6.389], [-0.118, -0.852, -7.443], [1.850, -0.099, -6.145], [1.576, 0.661, -3.814], [-3.723, 2.895, 0.871], [-3.194, 1.447, -0.018], [-4.728, 0.532, 0.000], [-2.321, 0.774, 1.052], [-4.080, 2.589, 1.853], [-4.502, 3.398, 0.299], [-2.853, 3.542, 0.961], [-5.467, 1.098, -0.567], [-5.047, 0.368, 1.029], [-4.530, -0.412, -0.504], [0.712, -1.891, 0.008], [1.523, -0.976, 0.319], [2.858, -0.977, 0.347], [3.329, 0.359, 0.723], [1.962, 1.077, 1.013], [1.869, 2.213, 1.404], [0.969, 0.199, 0.695], [4.028, 1.016, -0.463], [3.279, 1.659, -1.445], [3.898, 2.189, -2.566], [5.273, 2.076, -2.721], [6.024, 1.436, -1.747], [5.405, 0.912, -0.621], [4.156, 0.355, 1.995], [4.367, -0.801, 2.732], [5.112, -0.760, 3.906], [5.642, 0.439, 4.352], [5.422, 1.601, 3.623], [4.685, 1.561, 2.452], [3.428, -1.688, -0.077], [2.205, 1.767, -1.333], [3.305, 2.701, -3.313], [5.758, 2.492, -3.595], [7.097, 1.347, -1.859], [6.000, 0.426, 0.143], [3.940, -1.740, 2.405], [5.270, -1.669, 4.470], [6.221, 0.471, 5.266], [5.825, 2.544, 3.970], [4.506, 2.468, 1.890]],
  "lowdin_charge": [1.39, 0.04, -0.27, -0.02, -0.09, -0.09, -0.02, -0.07, -0.42, -0.14, 0.01, -0.24, -0.87, 0.96, -0.51, -0.52, 0.98, 0.03, 0.12, 0.10, 0.10, 0.12, 0.08, 0.08, 0.08, 0.08, -0.09, -0.34, -0.17, -0.03, -0.08, -0.09, -0.08, -0.10, -0.21, -0.07, -0.09, -0.10, -0.08, -0.04, 0.11, 0.10, 0.10, 0.11, 0.06, 0.08, 0.10, 0.10, 0.10, 0.10, -0.22, 0.92, -0.22, -0.62, 0.07, 0.07, 0.05, 0.07, 0.08, 0.02, -0.05, -0.54, 0.19, -0.24, -0.41, 0.11, 0.04, -0.14, -0.01, -0.07, -0.08, -0.08, -0.03, -0.16, -0.02, -0.08, -0.09, -0.07, -0.03, 0.17, 0.10, 0.10, 0.10, 0.10, 0.12, 0.11, 0.10, 0.10, 0.10, 0.12]
}